*A*
Molecular formula: C6H9N2O2
Method: DFT, the ωB97M-V functional and the def2-TZVPD basis

XYZ file:
```
19
Properties=species:S:1:pos:R:3:lowdin_charge:R:1
C -1.78 2.17 -3.04 -0.052
C -0.70 1.47 -2.20 -0.792
O -0.30 0.36 -2.61 -0.100
O -0.29 2.07 -1.17 -0.105
H -1.54 3.12 -3.48 0.047
H -2.64 2.33 -2.38 0.058
H -2.07 1.43 -3.78 0.052
C 1.80 -2.60 2.59 -0.071
C -0.18 0.24 1.72 -0.202
C 0.90 -1.60 1.92 -0.395
C 0.60 -1.46 0.58 -0.070
N 0.38 -0.55 2.61 0.059
N -0.13 -0.32 0.50 0.062
H -0.74 1.14 1.86 0.110
H -0.50 0.07 -0.36 0.098
H 0.82 -2.08 -0.27 0.111
H 2.62 -2.07 3.07 0.063
H 2.07 -3.38 1.87 0.064
H 1.23 -3.19 3.32 0.061
```

Properties
net charge	-1
E_HOMO	-4.6	eV
frontier orbital gap	8.3299	eV

---

*B*
Molecular formula: C6H9N2O2
Method: DFT, the ωB97M-V functional and the def2-TZVPD basis

XYZ file:
```
19
Properties=species:S:1:pos:R:3:lowdin_charge:R:1
C 1.40 0.63 0.28 -0.114
C 0.40 -0.48 0.37 -0.429
C -0.80 -0.10 1.28 -0.106
C -0.06 -0.59 -1.12 -0.129
C -0.84 0.25 -1.75 -0.591
O -1.26 1.41 -1.54 -0.098
N -1.14 -0.17 -3.21 -0.009
N -1.11 -1.48 -3.62 0.066
C -1.64 -2.40 -4.23 -0.311
O -1.74 -3.47 -4.75 0.026
H 0.90 1.44 -0.29 0.084
H 2.34 0.31 -0.12 0.064
H 1.52 0.95 1.32 0.058
H 0.67 -1.49 0.68 0.105
H -1.61 -0.85 1.21 0.072
H -1.10 0.84 0.79 0.060
H -0.73 0.13 2.36 0.059
H 0.10 -1.58 -1.57 0.073
H -0.53 0.52 -3.68 0.120
```

Properties
net charge	-1
E_HOMO	-3.0	eV
SMILES	CC(C)/C=C(\[O-])NN=C=O
frontier orbital gap	6.6141	eV

---

Relative energy of each structure, in eV: *A* 0.000; *B* 3.902.

---

*A*
Molecular formula: C4H5N3S
Method: DFT, the ωB97M-V functional and the def2-TZVPD basis

XYZ file:
```
13
Properties=species:S:1:pos:R:3:lowdin_charge:R:1
N 1.88 1.59 0.01 0.062
C 1.42 0.32 -0.20 -0.846
S 2.48 -0.93 -0.17 0.675
C -0.02 0.11 -0.14 -0.370
N -0.82 1.10 -0.20 0.115
N -2.21 0.56 -0.25 0.060
C -2.11 -0.67 -0.04 -0.214
C -0.76 -1.19 0.02 -0.133
H 1.24 2.30 0.34 0.094
H 2.90 1.74 0.12 0.115
H -3.07 -1.30 0.01 0.140
H -0.45 -1.54 1.10 0.171
H -0.48 -2.09 -0.59 0.131
```

Properties
E_HOMO	-8.9	eV
SMILES	NC(=S)C1=NN=CC1
frontier orbital gap	8.1727	eV

---

*B*
Molecular formula: C4H5N3S
Method: DFT, the ωB97M-V functional and the def2-TZVPD basis

XYZ file:
```
13
Properties=species:S:1:pos:R:3:lowdin_charge:R:1
C -0.96 -1.76 2.11 -0.129
N -1.78 -1.00 1.22 -0.220
N -1.59 -0.29 0.24 0.067
C -0.30 0.11 -0.08 -0.356
C 0.97 -0.29 0.56 -0.217
N 2.16 -0.40 0.89 0.151
C -0.14 0.98 -1.15 -0.754
S 1.07 1.45 -2.01 0.730
H -0.08 -2.02 1.30 0.102
H -1.58 -2.88 2.35 0.149
H -0.66 -1.14 3.25 0.173
H -2.72 -0.60 1.82 0.237
H -1.15 1.09 -1.60 0.067
```

Properties
E_HOMO	-8.5	eV
SMILES	CN/N=C(\C#N)C=S
frontier orbital gap	7.3133	eV

---

Relative energy of each structure, in eV: *A* 0.000; *B* 4.496.